{"formula": "CH2FNO2", "method": "ωB97M-V/def2-TZVPD", "symbols": ["C", "N", "O", "O", "F", "H", "H"], "coordinates": [[-0.595631, 0.024845, 0.131621], [0.821957, -0.275137, -0.169443], [1.112263, -1.438923, -0.178209], [1.481157, 0.690713, -0.357068], [-0.983054, 1.435626, -0.223277], [-1.269232, -0.523443, -0.427383], [-0.567460, 0.086316, 1.223759]], "atomic_forces_ev_per_a": [[-0.072, 4.746, 1.289], [-1.632, 0.627, -0.818], [0.453, -0.737, 0.118], [1.866, 0.742, -0.254], [1.287, -3.013, 0.488], [-1.096, -1.657, -0.585], [-0.807, -0.709, -0.238]], "mulliken_charge": [-0.11, 0.89, -0.53, -0.48, -0.28, 0.26, 0.24], "smiles": "O=[N+]([O-])CF", "gap_ev": 11.9285, "de_lowest_kcal_mol": 47.1, "max_force_ev_per_a": 4.92}

=====

{"formula": "C20H44GdNOP3S", "method": "ωB97M-V/def2-TZVPD", "symbols": ["Gd", "P", "P", "P", "H", "C", "C", "H", "C", "C", "C", "C", "C", "C", "C", "C", "C", "H", "H", "H", "H", "H", "H", "H", "H", "H", "H", "H", "H", "H", "H", "H", "H", "H", "H", "H", "H", "H", "H", "H", "H", "H", "H", "H", "H", "H", "C", "C", "C", "C", "C", "C", "S", "H", "H", "H", "H", "H", "H", "C", "N", "C", "C", "O", "H", "H", "H", "H", "H", "H", "H"], "coordinates": [[-0.214876, -0.343375, 0.395696], [1.865726, 1.249294, 1.579193], [-1.888356, 1.978862, 0.954668], [0.737511, 1.703856, -1.426603], [-0.522059, -3.107382, 0.458092], [0.352531, -2.938417, -0.194253], [1.525394, -2.387795, 0.277021], [1.900128, -2.632822, 1.274455], [2.210947, 0.797706, 3.323215], [1.733879, 3.057954, 1.861327], [3.563356, 1.085710, 0.907498], [-3.608551, 1.730933, 0.362384], [-2.249129, 2.250085, 2.738934], [-1.596092, 3.728746, 0.469363], [2.030226, 0.828524, -2.389684], [1.460791, 3.396256, -1.524506], [-0.602976, 1.901012, -2.658175], [0.279786, -3.465216, -1.155209], [2.280266, -1.958387, -0.386970], [2.555059, -0.241205, 3.391371], [1.306699, 0.928591, 3.928447], [2.990051, 1.465843, 3.716333], [0.822070, 3.278398, 2.429739], [1.712685, 3.622979, 0.925146], [2.599309, 3.395500, 2.446484], [3.838373, 0.023118, 0.894272], [4.270130, 1.623208, 1.553765], [3.649566, 1.482730, -0.110219], [-4.224722, 2.599558, 0.625633], [-4.037162, 0.833696, 0.824141], [-3.629175, 1.595495, -0.723848], [-3.220856, 2.756026, 2.831440], [-1.474041, 2.871786, 3.205947], [-2.303128, 1.292648, 3.271081], [-2.465013, 4.326108, 0.775741], [-1.464481, 3.835652, -0.612564], [-0.705316, 4.128202, 0.969330], [1.898386, 1.089537, -3.447967], [1.931603, -0.259114, -2.274314], [3.027311, 1.129821, -2.047924], [1.554023, 3.679297, -2.583006], [2.460813, 3.450517, -1.078036], [0.831075, 4.142899, -1.027633], [-0.127132, 1.944698, -3.646056], [-1.158089, 2.828667, -2.467716], [-1.299327, 1.051228, -2.665338], [-0.858131, -2.810181, -4.599934], [-1.913999, -2.670310, -5.536277], [-1.916274, -3.418768, -6.718493], [-0.863530, -4.303077, -6.999483], [0.083714, -4.570672, -6.005263], [0.069686, -3.848583, -4.807122], [-0.598563, -1.609914, -3.326119], [-0.888322, -2.198908, -2.117388], [-2.701074, -1.939518, -5.346269], [-2.725497, -3.301717, -7.443890], [-0.784799, -4.788112, -7.978620], [0.851445, -5.330708, -6.167078], [0.813593, -4.041824, -4.036474], [-1.693121, -0.901909, 4.859552], [-0.571567, -1.810146, 4.584290], [0.033079, -2.508511, 5.722127], [-0.005415, -1.869250, 3.394401], [-0.438373, -1.180602, 2.393746], [-2.013679, -1.113212, 5.882871], [-2.517719, -1.092456, 4.168136], [-1.386516, 0.146661, 4.776010], [0.208275, -3.562218, 5.472165], [1.005046, -2.068015, 6.002349], [-0.661793, -2.432904, 6.566194], [0.876317, -2.526566, 3.289862]], "atomic_forces_ev_per_a": [[-0.276, 1.515, 0.035], [1.449, 0.566, 1.327], [-1.524, 1.238, 0.629], [0.549, 0.964, -1.158], [0.696, -0.576, 0.179], [1.492, -0.942, 0.684], [-0.599, -1.574, -1.039], [-0.721, 1.146, 0.389], [-0.267, -0.367, 0.050], [-0.591, 0.199, -0.453], [-0.107, -0.272, -0.453], [0.135, -0.416, -0.360], [0.274, -0.352, 0.237], [0.443, -0.060, -0.300], [-0.044, -0.371, 0.065], [0.003, 0.293, 0.237], [-0.246, -0.200, -0.080], [-0.061, 1.270, -0.129], [0.051, -0.873, -0.247], [-0.036, 0.189, 0.091], [0.147, -0.071, -0.037], [-0.169, -0.249, -0.131], [0.226, -0.010, -0.063], [-0.036, -0.127, 0.286], [-0.144, -0.266, -0.117], [0.056, 0.230, -0.038], [-0.263, -0.106, -0.070], [-0.008, -0.097, 0.290], [0.196, -0.171, -0.017], [0.024, 0.164, -0.057], [-0.068, 0.054, 0.117], [0.315, -0.074, -0.062], [-0.188, -0.160, -0.087], [-0.062, 0.285, -0.130], [0.144, -0.236, -0.018], [-0.101, 0.001, 0.250], [-0.237, -0.103, -0.125], [0.214, -0.179, 0.234], [0.110, 0.165, -0.280], [-0.247, -0.071, -0.178], [-0.067, -0.186, 0.233], [-0.194, -0.124, -0.114], [0.083, -0.158, -0.160], [-0.275, 0.116, 0.143], [0.131, -0.266, -0.120], [0.110, 0.243, -0.049], [-0.512, -1.377, -1.104], [0.377, 0.273, 0.376], [0.319, -0.023, 0.050], [-0.146, 0.104, 0.378], [-0.101, 0.158, 0.161], [0.078, 0.393, -0.071], [-0.029, 0.470, 0.561], [-0.306, -0.141, -0.831], [0.204, -0.181, -0.119], [0.307, 0.103, 0.300], [-0.176, 0.096, 0.500], [-0.249, 0.292, 0.064], [0.035, 0.022, -0.277], [-0.177, -0.100, 0.065], [0.827, 0.326, -1.343], [0.504, -0.522, 0.478], [-0.905, 0.467, 0.885], [0.311, -0.553, 0.816], [-0.101, 0.232, -0.333], [0.119, -0.024, 0.098], [0.078, -0.261, 0.092], [-0.193, 0.243, 0.123], [-0.502, 0.015, -0.085], [0.371, -0.207, -0.250], [-0.453, 0.215, 0.063]], "mulliken_charge": [0.29, 1.25, 0.83, 0.98, 0.39, -0.84, -0.53, 0.35, -1.38, -1.29, -1.16, -1.32, -0.96, -1.21, -1.17, -1.61, -1.34, 0.63, 0.38, 0.37, 0.29, 0.57, 0.31, 0.24, 0.54, 0.37, 0.45, 0.26, 0.44, 0.44, 0.38, 0.47, 0.41, 0.01, 0.53, 0.29, 0.29, 0.47, 0.28, 0.40, 0.49, 0.45, 0.38, 0.51, 0.39, 0.24, 0.27, -0.32, -0.48, -0.44, -0.59, -0.23, -0.03, -0.02, 0.37, 0.38, 0.40, 0.37, 0.29, -0.82, 0.13, -0.84, -0.01, -0.40, 0.39, 0.33, 0.28, 0.37, 0.35, 0.30, 0.41], "s_squared": 16.07, "charge": 3, "gap_ev": [5.1452, 3.1500], "multiplicity": 8, "max_force_ev_per_a": 2.06}